# 1
Entry from the Open Molecules 2025 dataset: a structure of composition C24H44BrF3IN8O4S at a distorted geometry (ωB97M-V/def2-TZVPD).

```
86
Properties=species:S:1:pos:R:3:forces:R:3:mulliken_charge:R:1
N -0.7136 0.6329 -9.7697 -1.23 0.39 0.11 -0.394
N 1.3568 -0.9780 2.0178 -0.87 -0.07 0.35 1.833
H 0.2843 -2.7135 2.8388 0.22 0.53 -0.97 0.461
H 2.3011 1.9662 -0.5440 -0.31 -0.46 0.18 0.690
H -1.5990 -2.1670 3.5956 0.38 0.52 -0.02 0.261
C 0.3703 0.2891 -9.7939 1.52 -0.47 0.02 0.361
O 1.8315 -4.4899 3.0128 -1.21 -1.52 1.97 -0.420
H -3.2525 0.1161 6.7915 0.16 0.18 -0.40 0.417
C -3.0368 0.1681 5.7088 -0.34 -0.38 0.39 -0.447
H 2.8239 0.3122 -0.6578 -0.52 0.06 0.32 0.261
H 2.1520 2.7136 2.8560 -0.20 -0.77 0.16 0.445
H 1.2264 -3.3846 -2.4448 0.39 -0.02 0.14 0.397
C 1.1297 -1.7349 -0.4872 1.03 -0.26 -0.95 -0.826
H 0.1345 3.9309 4.3257 -0.29 0.11 -0.32 0.238
H -1.6879 -1.5500 6.1050 -0.23 0.22 -0.30 0.459
C -2.3719 -1.1748 5.3215 -0.04 0.13 -0.83 -1.368
C -1.8231 -1.6928 -0.3607 -1.74 -0.78 -1.37 -2.159
C 2.7796 -0.6092 1.9665 5.19 0.59 0.69 0.662
H 2.2180 -0.0047 -8.8330 -0.04 0.00 -0.01 0.219
C -0.2639 -0.4666 4.1433 -0.32 -0.57 0.50 -1.715
H 1.6004 -2.2294 3.7374 0.24 0.49 -0.69 0.911
N 0.4951 3.8239 3.3803 1.20 -0.25 0.33 -0.580
F 3.0868 0.6850 1.9090 -1.53 0.03 -0.26 -0.098
C 1.1793 2.5069 3.3190 -1.16 0.74 0.37 -0.664
N -4.5734 1.8311 4.5309 0.16 -0.32 -0.17 -0.625
C 1.5315 2.4852 -2.9258 -1.21 -1.71 -0.72 -1.093
H -3.8586 2.4382 4.9185 -0.16 -0.05 -0.05 0.284
F 3.5286 -1.1638 1.0117 -1.57 -0.28 -0.58 -0.137
O 0.7454 1.6799 1.1461 1.09 -1.55 0.86 -0.150
H -0.6101 2.6015 -0.8266 0.63 -0.52 0.54 0.264
S -0.7999 1.2573 -0.7910 -0.91 -0.81 -0.46 -0.407
H 1.8234 -1.2060 -10.0771 -0.01 0.02 0.00 0.261
H 1.3315 3.1973 -2.1146 0.06 -0.07 -0.41 0.400
C -0.9012 -1.1883 0.7738 -0.55 -0.41 2.68 -1.340
O 1.3808 -3.8723 -1.6188 -0.54 0.83 -0.07 -0.495
C 0.6151 -0.8580 0.6707 -1.44 0.37 -2.97 2.177
H -0.0079 3.4505 -4.1245 0.03 -0.42 0.01 0.443
H -2.3472 -0.6115 3.2521 0.64 0.13 0.04 0.209
H -4.5249 1.8968 3.5193 0.01 0.10 0.21 0.277
N 0.8061 1.8752 -5.2584 -0.91 0.21 0.32 -0.311
H 1.2545 2.1641 4.3695 0.36 -0.40 -0.64 0.327
H -2.0156 -2.7800 -0.3128 0.65 0.46 0.57 0.584
H -5.2025 0.2040 5.6811 0.26 -0.16 -0.39 0.327
C 2.1139 -3.6027 2.3133 0.65 0.34 -1.22 -0.970
C -0.1548 1.0019 -5.8337 1.08 -1.20 -0.10 0.310
H 1.0601 -0.4586 -5.6523 -0.09 0.09 -0.04 0.238
Br -1.5169 2.0397 2.6988 -0.26 -1.00 -0.23 -0.056
H -0.4719 1.8367 -3.5444 0.34 0.15 -0.07 0.138
H -2.0732 1.1104 -5.5081 -0.25 0.18 -0.37 0.259
N -1.4436 1.4811 -6.2169 0.54 0.55 0.89 -0.531
C 1.7716 -0.1508 -9.8150 -0.29 0.08 -0.03 -0.715
H 1.5793 0.2607 3.7141 -0.12 -0.31 -0.69 0.141
C 1.9426 0.9535 -0.8076 0.40 0.39 -0.38 -1.413
H -0.4324 0.4331 4.7695 0.16 -0.11 -0.66 0.510
H -1.7078 1.0986 -7.1216 0.17 -0.11 0.15 0.340
H 0.2569 -1.1107 4.8823 -0.01 0.14 -0.62 0.761
C 0.7234 0.6470 0.1351 0.03 2.10 -0.78 1.231
I 3.6449 -4.2692 0.9896 0.26 0.71 -0.48 0.122
C -1.6385 -1.1095 3.9277 -0.93 -0.77 0.90 0.478
C 0.3662 2.4229 -3.9599 -0.09 1.66 0.24 -0.481
H 1.6935 1.3953 -5.1655 -0.20 -0.06 -0.03 0.310
N -1.5919 -1.4273 -1.7894 0.56 0.42 0.09 -0.322
C 1.6978 1.0172 -2.3496 1.67 0.39 -0.39 -0.935
C 0.3592 1.4116 2.4514 0.90 1.91 0.41 -0.113
H 1.2326 4.5256 3.3201 -0.30 0.02 -0.18 0.280
H 2.1979 -1.6791 -0.7547 -0.32 0.05 0.66 0.416
C 0.7285 0.0069 3.0502 -0.14 1.51 1.39 -0.502
H -1.4000 -0.3525 1.2971 0.31 -0.09 -0.60 0.748
H 0.6881 -1.3019 -1.4137 -0.26 -0.15 0.66 0.263
H 2.6535 0.6831 -2.8118 -0.43 -0.17 0.40 0.514
H -2.8351 -1.2925 -0.1480 0.67 0.09 0.34 0.493
C 1.3050 -2.3339 2.6780 -0.15 -0.99 1.13 -0.262
O 0.1186 -3.8662 0.1631 -0.65 -0.23 1.71 -0.436
H 2.3291 0.4269 -10.5501 -0.02 -0.01 0.01 0.286
H -4.5012 -0.2292 4.0929 0.05 0.17 0.39 0.313
H -1.0534 -2.0017 1.5106 0.46 0.29 -0.39 -0.170
H -3.1617 -1.9365 5.1906 0.24 0.30 0.32 0.444
H -1.5461 -2.2600 -2.3632 -0.21 -0.01 0.24 0.243
N 0.1226 -0.2334 -5.9891 -0.15 -0.23 -0.48 -0.649
H -2.3050 -0.8128 -2.1611 0.27 -0.07 -0.10 0.256
C 0.7874 -3.2148 -0.5562 0.84 -0.15 -1.54 -0.599
H 2.4266 2.7623 -3.5049 -0.15 0.17 0.58 0.414
C -4.3886 0.4321 4.9710 0.16 0.29 0.22 -0.627
H 0.9459 0.3220 -2.7505 -0.05 0.39 0.39 0.398
H -2.3700 1.0364 5.5624 -0.08 -0.40 -0.04 0.233
F 3.4500 -1.0126 3.0874 -1.53 -0.18 0.16 -0.299
```
Positions in Å, forces in eV/Å.

Output
- Spin multiplicity: 1
- Total charge: +1

***

# 2
Entry from the Open Molecules 2025 dataset: a structure of composition C24H44CeCl2N3O6Si at a distorted geometry (ωB97M-V/def2-TZVPD).

```
81
Properties=species:S:1:pos:R:3:forces:R:3:mulliken_spin:R:1
H -0.4566 5.5791 -3.7852 -0.23 -0.14 0.27 0.000
H -3.1455 -2.9067 -0.2348 0.15 -0.32 0.00 0.000
H -0.7782 -4.3112 4.6778 -0.07 0.06 -0.26 0.000
H -3.6498 0.9267 2.0239 0.08 0.13 -0.17 0.000
H -1.3408 6.6799 -2.7285 0.05 -0.37 0.10 0.000
C -0.4745 -1.9088 2.5630 -0.19 0.58 -0.40 0.000
H 0.9200 -3.3391 -5.0915 -0.25 0.25 0.15 0.000
C -1.4791 -0.3681 -3.8646 0.16 0.19 -0.24 0.000
C 0.1613 -3.3444 -0.8147 0.15 -0.36 0.26 0.001
H -1.4526 -0.5904 -4.9297 -0.04 0.18 -0.06 0.000
C -1.2892 -1.4574 -1.5775 -0.50 0.04 0.61 0.000
H -0.5959 -6.2261 0.8195 0.07 0.05 -0.18 0.000
H -0.9598 4.7852 5.5123 0.03 -0.01 -0.26 0.000
H 2.0102 4.1256 4.7046 0.00 -0.18 0.05 0.000
H 0.9640 -2.7712 -1.2844 -0.33 -0.40 0.26 0.000
C -0.8779 -4.1126 3.6002 -0.06 0.14 -0.06 0.000
H -1.5562 -1.9160 2.3209 0.39 0.03 0.01 0.000
N 2.8256 -1.4443 -1.7693 0.69 -0.22 0.52 0.001
H -2.8664 -5.2086 0.7366 0.30 -0.04 -0.02 0.000
H 1.8112 -3.8959 2.9250 0.01 0.11 0.15 0.000
H 0.9830 3.3009 5.9089 0.15 -0.05 -0.02 0.000
C 1.3557 5.3825 -1.3391 0.29 0.04 0.17 0.001
Cl 2.4812 2.4865 0.2009 0.73 0.56 -0.06 -0.003
C -0.7282 -5.2653 0.3277 -0.16 -0.07 0.14 0.000
C -0.6695 4.8371 4.4544 -0.09 -0.12 -0.05 0.000
H -0.5629 -5.0100 3.0434 -0.10 0.34 0.18 0.000
O 0.4524 1.9711 2.5697 -1.07 1.90 1.76 0.001
C -1.1482 5.6108 -2.9290 -0.04 -0.18 -0.17 0.000
H 1.3737 -4.9973 -0.1610 -0.25 -0.10 -0.02 0.000
H 3.9858 -3.1565 -1.6890 -0.08 -0.02 -0.38 0.000
H 1.8716 -2.1587 3.3459 0.00 -0.06 0.02 0.000
C 3.4415 -2.5823 -2.4500 -0.13 -0.01 0.17 0.000
H -2.5083 -0.1036 -3.6064 0.04 0.02 0.05 0.000
H 1.6380 5.7603 -2.3354 -0.02 -0.23 0.34 0.000
C 0.3648 -4.5875 -0.2160 -0.07 0.32 0.08 -0.001
H 2.9373 -0.2948 -3.5077 0.02 0.01 0.28 0.000
Si -0.4052 4.8124 -1.3977 0.04 -0.55 -0.43 0.001
C -0.5300 -2.6614 -3.6336 -0.15 -0.46 -0.19 -0.001
C 1.3750 -3.1045 3.5482 -0.18 -0.14 0.02 0.000
H -2.3300 -1.1477 -1.3887 0.08 -0.01 -0.06 0.000
H 2.4927 0.6353 -2.0399 0.01 -0.33 -0.03 -0.001
H -1.2021 3.1845 2.5272 0.26 -0.07 0.08 0.001
C 1.2681 3.3342 4.8549 -0.09 0.18 -0.05 0.000
C -2.0063 -4.6996 0.3012 0.04 0.29 0.05 0.000
H -0.5074 -3.6245 -3.1005 0.26 0.73 0.00 0.000
H -2.0945 5.1430 -3.2171 0.08 0.11 -0.03 0.000
H 1.2928 -0.4345 -2.8400 0.39 0.04 0.23 -0.002
C -1.1094 -2.7935 -0.8507 -0.15 0.90 -0.34 0.000
C -1.0802 -1.5767 -3.0821 0.37 -0.41 0.55 0.000
H 3.2932 -2.3236 0.0492 -0.18 0.30 -0.16 0.000
C 2.7803 -1.4647 -0.4238 -1.15 1.49 0.05 0.001
H 2.6796 -3.2333 -2.9131 0.24 0.27 0.11 0.000
O -2.9917 -0.6663 0.9775 0.13 1.25 0.49 0.001
H -0.8645 0.5164 -3.6687 -0.02 -0.11 0.09 0.000
C 2.3570 -0.3133 -2.5776 -0.46 -0.03 -0.14 0.003
H -0.0578 5.7420 4.3097 -0.14 -0.32 -0.01 0.000
Cl -0.4603 2.5956 -1.5483 -0.46 2.06 -1.05 0.003
H 1.4648 -3.3722 4.6043 0.21 0.00 -0.09 0.000
C -0.0061 -2.7415 -5.0335 -0.13 -0.01 -0.61 0.000
C -2.8791 0.5246 1.3289 0.66 -0.68 -0.53 0.002
O 0.2582 -0.9585 2.2216 -0.71 -0.97 0.53 0.002
O 2.1801 -0.6075 0.2659 2.08 -2.05 -0.98 0.002
H -1.2697 6.1133 0.5631 -0.01 -0.19 -0.25 0.000
Ce 0.3821 0.8661 0.4901 -1.05 -1.26 -0.37 0.985
N -0.0394 -2.9718 3.2441 0.15 -0.13 -0.06 0.000
H -2.5449 5.2571 -0.3441 0.25 -0.07 0.23 0.000
H -1.5720 4.9105 3.8348 0.24 0.01 0.19 0.000
H -1.5060 4.3674 0.7950 -0.05 0.13 -0.25 0.000
N 0.0737 3.6362 4.0827 -0.05 0.32 0.02 0.000
H 1.6643 2.3753 4.5287 0.02 0.11 0.04 0.000
H 0.2037 -1.7408 -5.4498 -0.07 -0.51 0.06 0.000
H -1.9306 -3.9052 3.3656 0.36 0.00 0.02 0.000
O -0.4298 -0.4697 -1.0660 -0.03 -0.50 -0.36 -0.001
H 1.4528 6.2151 -0.6298 -0.03 -0.09 -0.09 0.000
C -0.2464 2.9219 3.0108 0.67 -1.28 -0.60 0.002
H -0.7292 -3.2609 -5.6850 0.21 0.22 -0.01 0.000
H 4.1442 -2.2374 -3.2187 -0.17 -0.07 0.20 0.000
H 2.0388 4.5890 -1.0070 -0.15 0.24 -0.17 0.000
O -1.9345 1.3447 0.9982 -1.07 -0.45 0.59 0.000
C -2.1925 -3.4362 -0.2570 0.29 -0.04 -0.20 0.000
C -1.5195 5.1719 0.0501 -0.18 0.03 0.30 0.001
```
Positions in Å, forces in eV/Å.

Output
- Spin multiplicity: 2
- ⟨S²⟩: 0.751

***

ΔE to the lowest compared entry with this formula, charge and spin, record by record: 37.5, 0.0 kcal/mol
Total energy, record by record: -142831.1068, -88215.6280 eV